Record 1
This record from OMol25 describes a 4-piece molecular cluster, C24H47BBrNO8S3 overall in a non-equilibrium geometry. The level of theory is ωB97M-V with the def2-TZVPD basis set.

CARTESIAN COORDINATES (ANGSTROEM)
1 C 2.52 -2.10 -2.57
2 C 2.13 -2.20 -1.21
3 C 2.22 -3.61 -0.44
4 O 3.29 -4.25 -0.32
5 O 1.00 -4.12 0.07
6 C 0.93 -3.94 1.54
7 C -0.38 -3.08 1.82
8 C -0.73 -2.85 3.37
9 C -0.41 -4.09 4.34
10 C 0.73 -3.75 5.44
11 C 2.18 -3.50 4.80
12 B 2.54 -1.92 4.58
13 Br 1.93 -0.50 5.91
14 N 3.33 -1.41 3.41
15 C 4.61 -0.76 3.84
16 C 5.60 -1.88 4.40
17 C 5.75 -3.12 3.35
18 H 2.44 -3.04 -3.21
19 H 2.85 -1.10 -3.02
20 H 1.71 -1.28 -0.67
21 H 1.91 -3.46 1.90
22 H 0.91 -5.00 1.97
23 H -0.19 -2.03 1.37
24 H -1.24 -3.52 1.21
25 H -1.87 -2.67 3.42
26 H -0.27 -1.87 3.78
27 H -1.37 -4.27 4.96
28 H -0.21 -5.07 3.80
29 H 0.35 -2.91 6.11
30 H 0.83 -4.68 6.11
31 H 2.37 -4.12 3.86
32 H 2.94 -3.86 5.58
33 H 2.77 -0.65 2.99
34 H 5.07 -0.29 2.91
35 H 4.49 0.07 4.61
36 H 6.63 -1.37 4.50
37 H 5.35 -2.26 5.45
38 H 5.13 -2.98 2.41
39 H 5.44 -4.09 3.88
40 H 6.85 -3.12 3.04
41 C -2.76 1.42 0.38
42 C -2.09 2.79 0.44
43 C -0.59 2.56 0.62
44 S -0.23 0.97 -0.11
45 O 0.19 0.06 0.93
46 O 0.54 1.16 -1.32
47 C -1.91 0.58 -0.56
48 H -3.80 1.48 0.04
49 H -2.76 0.97 1.38
50 H -2.27 3.32 -0.50
51 H -2.50 3.40 1.24
52 H 0.00 3.33 0.12
53 H -0.32 2.51 1.68
54 H -2.09 -0.49 -0.46
55 H -2.06 0.89 -1.60
56 C -0.61 -0.49 -5.12
57 C -0.61 -1.99 -5.40
58 C -0.61 -2.17 -6.92
59 S 0.21 -0.73 -7.60
60 O -0.75 0.02 -8.37
61 O 1.49 -1.11 -8.13
62 C 0.46 0.10 -6.04
63 H -0.40 -0.27 -4.07
64 H -1.59 -0.06 -5.37
65 H 0.29 -2.45 -4.97
66 H -1.48 -2.49 -4.95
67 H -0.06 -3.07 -7.22
68 H -1.62 -2.21 -7.33
69 H 0.36 1.18 -6.17
70 H 1.46 -0.15 -5.68
71 C -5.28 7.58 -1.16
72 C -3.82 7.99 -1.33
73 C -2.96 6.83 -0.82
74 S -3.93 5.34 -1.06
75 O -4.25 4.79 0.23
76 O -3.33 4.55 -2.12
77 C -5.38 6.16 -1.70
78 H -5.95 8.26 -1.69
79 H -5.55 7.60 -0.10
80 H -3.61 8.17 -2.39
81 H -3.59 8.91 -0.79
82 H -2.02 6.74 -1.38
83 H -2.75 6.92 0.24
84 H -6.28 5.64 -1.37
85 H -5.32 6.15 -2.79

M	664.6	g mol⁻¹
LUMO	0.2786	eV
SMILES	C=CC(=O)OCCCCCCB(Br)NCCC.O=S1(=O)CCCC1.O=S1(=O)CCCC1.O=S1(=O)CCCC1
2S+1	1
HOMO-LUMO gap	9.5	eV
HOMO level	-9.2	eV

Results of the Löwdin charge analysis, in e, for atoms 1 through 6: 0.008 -0.031 -0.391 0.085 -0.090 -0.163

***

Record 2
This record from OMol25 describes a 4-piece molecular cluster, C24H47BrNO10 overall in a non-equilibrium geometry. The level of theory is ωB97M-V with the def2-TZVPD basis set.

CARTESIAN COORDINATES (ANGSTROEM)
1 C -0.20 0.19 1.60
2 C 0.61 0.39 0.29
3 C -0.06 -0.22 -0.99
4 C -1.46 0.46 -1.28
5 C -2.54 -0.54 -1.85
6 N -3.62 -0.87 -0.89
7 C -4.72 -0.19 -0.99
8 C -5.71 -0.63 0.12
9 C -4.69 -1.22 1.18
10 C -3.69 -1.86 0.19
11 Br -4.56 -3.47 -0.61
12 C -2.35 -2.43 0.83
13 O -2.13 -3.81 0.59
14 C -0.96 -4.00 -0.22
15 C 0.36 -3.89 0.64
16 H 0.25 0.73 2.46
17 H -1.27 0.45 1.53
18 H -0.14 -0.89 1.86
19 H 1.58 -0.13 0.42
20 H 0.77 1.47 0.08
21 H -0.17 -1.32 -0.95
22 H 0.62 -0.02 -1.85
23 H -1.83 1.04 -0.41
24 H -1.26 1.21 -2.08
25 H -3.03 -0.01 -2.70
26 H -2.03 -1.42 -2.28
27 H -4.91 0.59 -1.74
28 H -6.46 -1.37 -0.23
29 H -6.27 0.19 0.59
30 H -4.24 -0.34 1.70
31 H -5.07 -1.95 1.91
32 H -1.45 -1.86 0.56
33 H -2.48 -2.34 1.93
34 H -0.96 -3.24 -1.03
35 H -1.01 -5.02 -0.64
36 H 0.75 -2.85 0.58
37 H 1.14 -4.57 0.26
38 H 0.16 -4.15 1.70
39 C -4.81 -1.62 -7.30
40 C -5.22 -3.06 -7.56
41 O -4.47 -3.97 -6.75
42 C -4.86 -4.06 -5.48
43 O -5.78 -3.47 -4.98
44 O -4.05 -4.92 -4.86
45 C -4.31 -5.04 -3.46
46 H -3.73 -1.51 -7.42
47 H -5.31 -0.95 -7.99
48 H -5.05 -1.32 -6.28
49 H -4.99 -3.32 -8.60
50 H -6.29 -3.20 -7.42
51 H -5.36 -5.28 -3.28
52 H -4.03 -4.12 -2.95
53 H -3.70 -5.85 -3.08
54 C 3.79 -0.64 7.58
55 C 3.14 -1.05 6.27
56 O 2.72 0.10 5.52
57 C 3.69 0.75 4.87
58 O 4.85 0.45 4.86
59 O 3.14 1.81 4.27
60 C 4.09 2.65 3.61
61 H 3.12 0.01 8.15
62 H 4.02 -1.52 8.18
63 H 4.71 -0.09 7.41
64 H 2.25 -1.63 6.47
65 H 3.81 -1.67 5.67
66 H 4.72 2.08 2.93
67 H 4.70 3.17 4.35
68 H 3.54 3.39 3.03
69 C 4.69 5.25 -1.54
70 C 4.38 5.17 -0.06
71 O 5.57 5.16 0.72
72 C 6.16 6.35 0.88
73 O 5.78 7.40 0.44
74 O 7.27 6.16 1.60
75 C 8.06 7.34 1.77
76 H 5.38 4.45 -1.83
77 H 3.78 5.16 -2.14
78 H 5.18 6.20 -1.79
79 H 3.86 4.24 0.15
80 H 3.72 5.99 0.25
81 H 7.46 8.16 2.17
82 H 8.51 7.63 0.82
83 H 8.85 7.11 2.48

M	589.5	g mol⁻¹
LUMO	-4.4813	eV
2S+1	1
HOMO-LUMO gap	7.8	eV
net charge	+1
HOMO level	-12.3	eV

Results of the Löwdin charge analysis, in e, for atoms 1 through 6: -0.102 -0.234 -0.198 -0.142 -0.088 -0.051

***

Record 3
This record from OMol25 describes a 7-piece molecular cluster, C24H47FINO8 overall in a non-equilibrium geometry. The level of theory is ωB97M-V with the def2-TZVPD basis set.

CARTESIAN COORDINATES (ANGSTROEM)
1 C 1.36 -5.34 2.81
2 C 0.87 -4.67 1.43
3 I 2.59 -4.63 0.11
4 C 0.20 -3.21 1.67
5 N 1.09 -2.15 1.15
6 C 0.68 -1.60 -0.11
7 O -0.26 -1.96 -0.82
8 O 1.51 -0.56 -0.64
9 C 1.46 -1.12 2.15
10 C 3.04 -0.83 2.02
11 F 0.74 0.11 2.03
12 H 2.18 -4.74 3.32
13 H 1.82 -6.35 2.56
14 H 0.44 -5.47 3.49
15 H 0.08 -5.35 0.97
16 H -0.84 -3.25 1.23
17 H 0.05 -3.15 2.81
18 H 2.07 -1.00 -1.32
19 H 1.32 -1.47 3.23
20 H 3.50 -0.60 3.04
21 H 3.54 -1.77 1.63
22 H 3.18 0.03 1.29
23 C 5.17 -3.22 -3.37
24 C 4.62 -1.81 -3.36
25 O 4.32 -1.26 -2.32
26 C 4.47 -1.12 -4.69
27 H 5.22 -3.59 -2.35
28 H 4.50 -3.86 -3.95
29 H 6.17 -3.23 -3.80
30 H 3.78 -1.67 -5.32
31 H 5.45 -1.03 -5.17
32 H 4.07 -0.11 -4.53
33 C 2.03 5.25 2.14
34 C 2.29 3.81 1.78
35 O 3.07 3.13 2.42
36 C 1.55 3.24 0.60
37 H 2.64 5.52 3.00
38 H 2.31 5.89 1.30
39 H 0.98 5.39 2.39
40 H 1.80 3.79 -0.30
41 H 0.47 3.29 0.79
42 H 1.83 2.19 0.46
43 C 0.51 1.18 -5.89
44 C 0.78 -0.24 -6.27
45 O 1.58 -0.92 -5.66
46 C 0.02 -0.80 -7.45
47 H 1.12 1.45 -5.03
48 H 0.76 1.85 -6.72
49 H -0.54 1.30 -5.62
50 H 0.25 -0.23 -8.35
51 H -1.05 -0.77 -7.24
52 H 0.31 -1.84 -7.61
53 C 2.97 6.16 6.66
54 C 3.09 7.21 5.58
55 O 2.75 6.99 4.44
56 C 3.64 8.55 5.98
57 H 2.55 5.25 6.23
58 H 3.95 5.94 7.07
59 H 2.30 6.51 7.45
60 H 4.66 8.44 6.37
61 H 3.00 9.01 6.74
62 H 3.67 9.21 5.11
63 C -4.32 -0.69 1.95
64 C -4.07 -2.13 1.58
65 O -3.30 -2.82 2.22
66 C -4.83 -2.68 0.40
67 H -3.71 -0.43 2.82
68 H -4.04 -0.04 1.12
69 H -5.37 -0.55 2.20
70 H -4.57 -2.12 -0.50
71 H -5.90 -2.62 0.59
72 H -4.55 -3.73 0.25
73 C -8.22 -2.01 -2.90
74 C -8.44 -1.60 -1.47
75 O -7.52 -1.20 -0.78
76 C -9.84 -1.69 -0.93
77 H -7.16 -1.89 -3.15
78 H -8.49 -3.06 -3.03
79 H -8.81 -1.39 -3.57
80 H -10.18 -2.73 -0.97
81 H -10.50 -1.05 -1.51
82 H -9.85 -1.36 0.11

M	623.5	g mol⁻¹
LUMO	0.7037	eV
SMILES	C[C@H](I)CN(C(=O)O)[C@@H](C)F.CC(C)=O.CC(C)=O.CC(C)=O.CC(C)=O.CC(C)=O.CC(C)=O
2S+1	1
HOMO-LUMO gap	9.5	eV
HOMO level	-8.8	eV

Results of the Löwdin charge analysis, in e, for atoms 1 through 6: -0.204 -0.697 0.820 -0.189 -0.080 -0.472

***

Record 4
This record from OMol25 describes C24H47FeN6OPS as an isolated structure. The level of theory is ωB97M-V with the def2-TZVPD basis set.

CARTESIAN COORDINATES (ANGSTROEM)
1 Fe 0.71 0.94 1.60
2 C 1.81 0.81 4.85
3 C 0.33 0.77 4.50
4 N -0.01 1.66 3.35
5 C -1.49 1.83 3.24
6 C -1.77 2.35 1.86
7 N -1.14 1.41 0.90
8 C -1.31 1.87 -0.50
9 C -0.41 3.04 -0.86
10 C 1.06 2.73 -0.70
11 N 1.44 2.57 0.74
12 C 2.92 2.54 0.92
13 C 3.21 2.04 2.31
14 N 2.56 0.71 2.46
15 C 2.69 0.13 3.83
16 H 1.94 0.31 5.80
17 H 2.12 1.85 5.02
18 H -0.28 1.06 5.35
19 H 0.03 -0.25 4.22
20 H 0.39 2.58 3.55
21 H -1.87 2.47 4.04
22 H -1.93 0.84 3.35
23 H -1.35 3.35 1.72
24 H -2.84 2.43 1.66
25 H -1.66 0.52 1.03
26 H -2.36 2.14 -0.65
27 H -1.12 1.03 -1.17
28 H -0.68 3.92 -0.28
29 H -0.60 3.31 -1.90
30 H 1.67 3.52 -1.12
31 H 1.33 1.80 -1.20
32 H 1.08 3.39 1.23
33 H 3.34 3.52 0.73
34 H 3.31 1.84 0.18
35 H 2.81 2.72 3.06
36 H 4.29 1.96 2.49
37 H 3.05 0.08 1.83
38 H 3.73 0.17 4.13
39 H 2.41 -0.93 3.74
40 C 2.76 1.08 -3.84
41 C 3.28 -0.34 -3.62
42 C 2.87 -0.92 -2.27
43 N 1.41 -1.14 -2.25
44 C 0.59 -1.14 -1.23
45 S 1.21 -0.85 0.40
46 N -0.71 -1.41 -1.35
47 C -1.55 -1.35 -2.57
48 O -2.48 -0.60 -2.49
49 C -1.17 -2.18 -3.71
50 C -1.56 -1.76 -4.99
51 C -1.27 -2.56 -6.08
52 C -0.63 -3.77 -5.91
53 C -0.26 -4.21 -4.63
54 C -0.52 -3.42 -3.53
55 H 3.10 1.47 -4.80
56 H 3.15 1.75 -3.07
57 H 1.67 1.12 -3.83
58 H 4.36 -0.37 -3.67
59 H 2.92 -1.00 -4.41
60 H 3.12 -0.23 -1.46
61 H 3.36 -1.87 -2.08
62 H 1.01 -1.44 -3.14
63 H -1.25 -1.30 -0.50
64 H -2.08 -0.82 -5.10
65 H -1.56 -2.24 -7.07
66 H -0.42 -4.40 -6.76
67 H 0.21 -5.18 -4.51
68 H -0.28 -3.77 -2.54
69 C -4.03 -1.61 0.46
70 P -2.86 -1.53 1.87
71 C -4.02 -1.05 3.20
72 C -2.57 -3.29 2.25
73 H -4.69 -2.48 0.55
74 H -3.55 -1.66 -0.52
75 H -4.66 -0.72 0.46
76 H -4.92 -1.67 3.17
77 H -4.33 -0.01 3.09
78 H -3.56 -1.17 4.18
79 H -3.52 -3.82 2.33
80 H -2.04 -3.39 3.20
81 H -1.97 -3.76 1.47

M	554.6	g mol⁻¹
LUMO (alpha / beta)	-10.8991 / -10.1668	eV
expectation value of S²	0.94
2S+1	2
HOMO-LUMO gap (alpha / beta)	5.4 / 6.2	eV
net charge	+3
HOMO level (alpha / beta)	-16.3 / -16.3	eV

Results of the Löwdin charge analysis, in e, for atoms 1 through 6: 0.477 -0.145 -0.149 -0.093 -0.147 -0.146